11
Properties=species:S:1:pos:R:3 method="wB97M-V/def2-TZVPD" largest_force_ha_per_bohr=0.0307 de_lowest_kcal_mol=64.9 charge=0 lumo_ev=0.816
C -1.5857 -0.2061 -0.6845
N -1.0328 0.3427 0.5822
C 0.2262 0.3293 0.9990
O 0.9956 -0.3435 0.0935
C 2.3389 -0.1939 0.3292
O 2.8545 0.5304 1.1230
H -2.6442 0.0386 -0.8236
H -1.5059 -1.2993 -0.6769
H -1.0189 0.1551 -1.5483
H -1.3331 1.1934 1.0258
H 2.8620 -0.8531 -0.3700



110
Properties=species:S:1:pos:R:3 method="wB97M-V/def2-TZVPD" largest_force_ha_per_bohr=0.1001 charge=0 lumo_ev=0.384
N -24.3380 -2.8554 -12.7567
C -24.2401 -3.6084 -11.6778
C -24.8785 -4.7883 -11.8619
C -25.4088 -4.7240 -13.1886
C -24.9442 -3.5414 -13.7314
H -23.8968 -1.9888 -12.9194
H -23.8045 -3.1977 -10.7837
H -25.0719 -5.5210 -11.1090
H -26.0770 -5.3930 -13.7548
H -25.0573 -3.0964 -14.7103
N -14.2553 -3.4156 -8.0229
C -13.8818 -2.6540 -6.9949
C -14.4031 -1.3877 -7.2249
C -15.0703 -1.3704 -8.4689
C -14.9703 -2.7201 -8.8858
H -14.0885 -4.4019 -8.0680
H -13.3887 -3.0247 -6.1377
H -14.4005 -0.5356 -6.5495
H -15.4414 -0.5254 -9.0806
H -15.4435 -3.1700 -9.7727
N -22.5279 0.1058 -13.0881
C -21.7057 -0.7248 -12.3824
C -22.1139 -0.7137 -11.0930
C -23.2221 0.1776 -10.9806
C -23.4341 0.6467 -12.2216
H -22.2278 0.4520 -13.9871
H -20.9280 -1.2972 -12.7868
H -21.7408 -1.3590 -10.3152
H -23.8304 0.3501 -10.0967
H -24.1457 1.3315 -12.6263
N -14.3407 -6.6131 -8.8913
C -14.8024 -6.9578 -7.6419
C -13.6879 -6.9754 -6.8718
C -12.5436 -6.6172 -7.6184
C -12.9922 -6.4169 -8.8845
H -14.9683 -6.6084 -9.7037
H -15.7915 -7.3243 -7.4173
H -13.7175 -7.1974 -5.8297
H -11.5388 -6.5412 -7.3788
H -12.4806 -5.9942 -9.6901
N -19.2081 -6.9600 -9.5697
C -20.4817 -7.4673 -9.3641
C -21.3617 -6.4700 -9.5216
C -20.6055 -5.3090 -9.8446
C -19.2591 -5.6195 -9.7552
H -18.3994 -7.5609 -9.6596
H -20.6452 -8.4897 -9.2669
H -22.4181 -6.6206 -9.3542
H -20.9210 -4.3232 -9.8642
H -18.3586 -5.0609 -9.8152
N -19.7916 -5.6840 -6.4568
C -20.9545 -6.3502 -6.1744
C -20.6685 -7.2008 -5.1723
C -19.2783 -7.0583 -4.8575
C -18.8092 -6.0628 -5.6725
H -19.6016 -5.0519 -7.2272
H -21.8882 -6.2200 -6.6724
H -21.5193 -7.8287 -4.8643
H -18.6704 -7.6313 -4.1639
H -17.9290 -5.4483 -5.5783
C -17.9309 -8.4042 -12.8185
S -16.4982 -7.4289 -12.2994
O -16.3925 -7.5811 -10.7944
C -15.1809 -8.4438 -12.9327
H -17.7689 -9.4095 -12.3167
H -18.0331 -8.3287 -13.8586
H -18.7290 -7.7930 -12.3347
H -15.1817 -9.3682 -12.3568
H -14.3022 -7.8619 -12.6652
H -15.2737 -8.4855 -14.0429
C -23.5739 -9.9935 -6.3064
C -22.4295 -10.1393 -7.3114
O -22.9971 -10.0256 -8.6315
C -24.3857 -9.9593 -8.4671
O -25.0674 -9.8220 -9.3687
O -24.7572 -10.0669 -7.1515
F -21.8712 -11.3471 -7.2366
H -23.4882 -8.9818 -5.8632
H -23.7269 -10.7717 -5.5026
H -21.6484 -9.4406 -7.1482
C -26.6305 -4.7035 -8.4909
C -27.5123 -5.8892 -8.2272
O -26.6653 -6.9029 -7.7611
C -25.3648 -6.4898 -7.9452
O -24.4775 -7.1538 -7.5114
O -25.3238 -5.2583 -8.4599
F -28.2199 -6.2664 -9.3558
H -26.6477 -3.9585 -7.6686
H -26.8799 -4.3384 -9.4339
H -28.1890 -5.7919 -7.4255
C -21.8343 -5.3572 -15.1902
C -21.0511 -5.0242 -13.9700
O -21.3860 -3.6336 -13.7964
C -21.6705 -3.1151 -15.0266
O -21.8805 -1.9571 -15.2617
O -21.7542 -4.1454 -15.9104
F -19.6648 -5.1615 -14.0189
H -22.8265 -5.5073 -14.7150
H -21.5214 -6.2155 -15.7933
H -21.3614 -5.5360 -13.1533
C -23.8036 -9.9738 -12.9709
C -22.6851 -9.6989 -11.9936
O -21.8741 -8.7379 -12.7714
C -22.0056 -9.0143 -14.1115
O -21.2920 -8.6165 -14.9866
O -23.1623 -9.7156 -14.2176
F -22.0304 -10.8275 -11.7000
H -24.6338 -9.2835 -12.9454
H -24.1521 -10.9958 -12.8245
H -22.9308 -9.1605 -11.1182



15
Properties=species:S:1:pos:R:3 method="wB97M-V/def2-TZVPD" largest_force_ha_per_bohr=0.1099 de_lowest_kcal_mol=96.5 charge=0 lumo_ev=0.370
C 0.9014 -1.5740 0.7743
S 1.4820 -0.6820 -0.6827
C 0.6282 0.6535 -0.2645
N 1.4234 1.7982 -0.3091
C -0.6982 0.7520 0.2951
C -1.9083 0.0118 -0.2395
O -3.0541 0.4479 -0.0826
O -1.5470 -1.1401 -0.9692
H -0.3081 -1.6651 0.6301
H 1.3598 -0.6724 1.6165
H 1.5407 -2.4713 0.7030
H 0.9370 2.7357 -0.5180
H 2.6169 1.6781 -0.7275
H -0.9845 1.7644 0.6698
H -2.3891 -1.6366 -0.8957



33
Properties=species:S:1:pos:R:3 method="wB97M-V/def2-TZVPD" largest_force_ha_per_bohr=0.0158 de_lowest_kcal_mol=27.5 smiles=O.O.O.O.O.O.O.O.O.O.O charge=0 lumo_ev=-0.393
O 0.6124 -1.1545 2.7892
H -0.1810 -1.3674 3.2871
H 0.3659 -1.2979 1.8556
O -2.6610 -0.4346 -0.8815
H -2.2377 0.4437 -0.9358
H -2.8016 -0.7084 -1.7959
O -2.0364 2.6630 1.9672
H -2.0693 2.5648 1.0020
H -2.6379 3.3908 2.1600
O 3.5997 2.0798 0.5039
H 3.0285 1.9028 1.2768
H 3.0060 1.9993 -0.2487
O 3.7084 -0.7201 -0.4985
H 4.3688 -0.0223 -0.5470
H 2.8804 -0.2580 -0.2920
O 0.3243 -0.8623 -3.9132
H 0.6569 -1.1565 -4.7675
H 0.5014 -1.5982 -3.3186
O -1.2379 -3.4931 -1.5419
H -0.5897 -3.7141 -2.2188
H -0.7352 -3.0262 -0.8530
O -1.1223 -2.0331 0.7222
H -1.8383 -1.6187 0.1670
H -1.5775 -2.7378 1.1984
O -2.5528 2.2789 -0.8079
H -3.5159 2.3600 -0.7937
H -2.2509 3.0274 -1.3406
O 1.0694 0.0469 -0.1454
H 0.4844 0.6788 0.2857
H 0.4813 -0.6263 -0.5084
O 2.0419 1.1822 2.6748
H 1.3828 1.8651 2.8325
H 1.5328 0.3461 2.6861